[1]
# C29H48N4O2PPd

A molecular structure, C29H48N4O2PPd (ωB97M-V/def2-TZVPD, OMol25).

The geometry in XYZ format:
```
85
Properties=species:S:1:pos:R:3
Pd 0.9272 1.2833 0.1154
N 1.0708 2.2756 2.0815
C 2.1106 1.7466 3.0012
C 3.5075 1.8821 2.4363
C 3.7996 0.9899 1.2667
O 5.0770 0.7579 1.1167
O 2.9608 0.5119 0.5027
H 1.2014 3.2772 1.9597
H 0.1678 2.1813 2.5422
H 1.8786 0.7001 3.1948
H 2.0712 2.2765 3.9536
H 4.2411 1.6669 3.2154
H 3.7148 2.9093 2.1178
C 3.5257 0.4521 -2.6826
C 3.1520 1.8941 -2.6867
C 3.7907 2.7809 -3.7026
P 1.5714 2.3280 -1.9628
C 1.3277 4.1352 -1.9961
C 2.3538 4.7994 -1.0748
C -0.1044 4.4754 -1.5878
C 0.3362 1.5468 -3.0561
C 0.0687 1.9685 -4.3338
C -0.8173 1.2628 -5.1694
C -1.0954 1.7131 -6.5627
C -1.4247 0.0919 -4.6654
C -1.1877 -0.3525 -3.3953
C -0.3103 0.3741 -2.5363
N -0.0669 0.0171 -1.2731
C -0.7652 -1.0632 -0.6645
C -2.0774 -0.8681 -0.2211
C -2.7661 0.4598 -0.3819
C -2.7352 -1.9502 0.3512
C -2.1225 -3.1943 0.4855
C -2.8861 -4.3761 1.0173
C -0.8014 -3.3349 0.0695
C -0.1005 -2.2840 -0.5059
C 1.3109 -2.4531 -0.9924
H 4.6096 0.3373 -2.5886
H 3.2635 -0.0039 -3.6467
H 3.0375 -0.1184 -1.8959
H 5.2218 0.2127 0.3364
H 3.3953 2.5673 -4.7051
H 4.8626 2.5759 -3.7497
H 3.6576 3.8435 -3.5145
H 1.4972 4.4620 -3.0274
H 2.1820 4.5084 -0.0340
H 2.2503 5.8825 -1.1329
H 3.3813 4.5463 -1.3316
H -0.3095 4.1371 -0.5666
H -0.8469 4.0315 -2.2522
H -0.2442 5.5558 -1.6050
H 0.5499 2.8570 -4.7284
H -0.6354 2.6735 -6.7826
H -2.1709 1.7899 -6.7332
H -0.7193 0.9771 -7.2781
H -2.0961 -0.4640 -5.3082
H -1.6615 -1.2524 -3.0257
H -2.1347 1.2923 -0.0533
H -3.6866 0.4901 0.1972
H -3.0275 0.6554 -1.4240
H -3.7648 -1.8236 0.6703
H -3.3549 -4.9248 0.1983
H -3.6890 -4.0677 1.6888
H -2.2301 -5.0789 1.5341
H -0.3108 -4.2973 0.1653
H 1.6778 -3.4541 -0.7758
H 1.9822 -1.7326 -0.5181
H 1.3773 -2.2996 -2.0714
N -3.1023 -4.0080 5.8173
C -1.9265 -4.4824 5.0020
C -1.0610 -3.2806 4.6348
N -1.7832 -2.2121 3.9628
C -2.9592 -1.8037 4.7150
C -3.8922 -2.9526 5.0875
H -2.7671 -3.6257 6.7055
H -3.7059 -4.7969 6.0558
H -2.3440 -4.9666 4.1191
H -1.3851 -5.2184 5.5935
H -0.2411 -3.6275 4.0074
H -0.6104 -2.8754 5.5475
H -2.0178 -2.4625 3.0085
H -3.5297 -1.0697 4.1477
H -2.6292 -1.3043 5.6324
H -4.3091 -3.4397 4.2068
H -4.7045 -2.6333 5.7384
```

The HOMO-LUMO gap (alpha / beta) is 8.114 / 6.288 eV. The expectation value of S² is 6.047. For the energy above the lowest of the compared OMol25 structures with the same formula, charge and spin, the calculation gives 35.5 kcal per mole. As for the total charge: +3. The value obtained for the LUMO energy (alpha / beta) is -6.7379 / -9.6631 eV. As for the total energy: -53651.757 eV. As for the spin multiplicity: 5. As for the HOMO energy (alpha / beta): -14.852 / -15.951 eV.

---

[2]
# C29H48NP3RhSSe

A molecular structure, C29H48NP3RhSSe (ωB97M-V/def2-TZVPD, OMol25).

The geometry in XYZ format:
```
84
Properties=species:S:1:pos:R:3
Rh -0.4710 0.2439 -0.4868
P 0.7168 0.4931 1.5555
P -2.0037 1.9036 0.1200
P 1.0682 1.4144 -1.6486
H 2.9604 -4.1528 0.2031
C 3.1068 -3.2543 -0.4131
C 4.2924 -2.4222 -0.1439
H 4.4286 -1.9638 0.8295
C 0.1176 -0.4261 3.0346
C 0.9215 2.1675 2.2992
C 2.4327 -0.1252 1.4235
C -3.5530 1.9336 -0.8645
C -2.6891 1.7773 1.8164
C -1.3995 3.6222 -0.0418
C 2.2888 0.2460 -2.3429
C 2.1269 2.6997 -0.8797
C 0.4058 2.3180 -3.0986
H 3.1337 -3.5507 -1.4741
H 5.0954 -2.4037 -0.8749
H -0.0468 -1.4819 2.7912
H -0.8199 0.0020 3.4121
H 0.8772 -0.3631 3.8265
H -0.0446 2.6468 2.4919
H 1.5233 2.8192 1.6577
H 1.4419 2.0490 3.2610
H 2.5010 -1.0487 0.8386
H 2.8000 -0.3398 2.4369
H 3.0969 0.6136 0.9621
H -4.1607 2.7940 -0.5492
H -4.1210 1.0110 -0.6928
H -3.3306 2.0244 -1.9353
H -3.2963 2.6703 2.0205
H -1.9110 1.6932 2.5826
H -3.3417 0.8950 1.8651
H -2.2524 4.2967 0.1176
H -0.9940 3.8011 -1.0447
H -0.6283 3.8430 0.7050
H 3.0733 0.8125 -2.8613
H 1.7955 -0.4259 -3.0559
H 2.7503 -0.3608 -1.5539
H 2.7550 3.1312 -1.6741
H 2.7865 2.2887 -0.1077
H 1.5199 3.5062 -0.4494
H 1.1799 3.0078 -3.4600
H -0.4890 2.8935 -2.8422
H 0.1448 1.6194 -3.9024
C -0.5733 -1.0329 -3.8741
C 0.0877 -2.2508 -3.6327
C 0.9011 -2.8069 -4.6218
C 1.0485 -2.1602 -5.8566
C 0.3355 -0.9840 -6.1235
C -0.4944 -0.4349 -5.1481
Se -1.6194 -0.1820 -2.5009
H 2.1780 -2.5902 -0.3000
H -0.0522 -2.7459 -2.6697
H 1.4155 -3.7485 -4.4234
H 1.7126 -2.5770 -6.6151
H 0.4191 -0.4920 -7.0945
H -1.0883 0.4563 -5.3473
N -1.5529 -1.2326 0.4392
S -2.3030 -2.5025 -0.2997
C -3.7828 -2.6714 0.7401
C -3.7239 -3.2962 1.9880
C -4.8212 -3.2120 2.8536
C -5.9801 -2.5402 2.4495
C -6.0519 -1.9623 1.1752
C -4.9589 -2.0376 0.3083
C -1.3155 -3.9240 0.1717
C -1.6675 -5.1969 -0.3108
C -0.9708 -6.3202 0.1432
C 0.1085 -6.1685 1.0205
C 0.4954 -4.8952 1.4506
C -0.1992 -3.7694 0.9963
H -1.9635 -1.0804 1.3624
H -2.8232 -3.8364 2.2750
H -4.7651 -3.6765 3.8396
H -6.8325 -2.4692 3.1285
H -6.9606 -1.4530 0.8517
H -4.9873 -1.6078 -0.6928
H -2.4845 -5.2783 -1.0263
H -1.2735 -7.3164 -0.1845
H 0.6583 -7.0434 1.3707
H 1.3286 -4.7631 2.1453
H 0.1055 -2.7598 1.2728
```

The HOMO-LUMO gap (alpha / beta) is 6.573 / 3.734 eV. The expectation value of S² is 6.029. For the energy above the lowest of the compared OMol25 structures with the same formula, charge and spin, the calculation gives 0.0 kcal per mole. As for the total charge: +3. The value obtained for the LUMO energy (alpha / beta) is -8.3107 / -12.8811 eV. As for the total energy: -139370.442 eV. As for the spin multiplicity: 5. As for the HOMO energy (alpha / beta): -14.884 / -16.616 eV.

---

[3]
# C29H48NP3SSeSn

A molecular structure, C29H48NP3SSeSn (ωB97M-V/def2-TZVPD, OMol25).

The geometry in XYZ format:
```
84
Properties=species:S:1:pos:R:3
Sn -0.1098 -0.2728 -0.4868
P -0.8294 -2.7634 0.4010
P 2.2202 -1.1824 1.4102
P 2.0493 -1.9443 -1.8211
H -2.3207 3.3057 -6.3829
C -2.5358 2.3886 -6.9576
C -3.1328 1.3379 -6.3178
H -3.6775 1.5448 -5.3635
C -2.2924 -2.6223 1.4924
C 0.1745 -3.9926 1.3165
C -1.4581 -3.6971 -1.0377
C 3.4803 0.1463 1.3897
C 1.6793 -1.0285 3.1582
C 3.3591 -2.6211 1.5259
C 1.5352 -1.8813 -3.5806
C 2.4313 -3.7401 -1.7016
C 3.7325 -1.2303 -2.0053
H -2.3636 2.4694 -8.0623
H -3.2151 0.3122 -6.7060
H -2.9554 -1.8296 1.1215
H -1.9751 -2.3297 2.5044
H -2.8476 -3.5742 1.5346
H 0.5774 -3.5722 2.2470
H 1.0145 -4.3550 0.7137
H -0.4395 -4.8670 1.5908
H -2.1010 -3.0454 -1.6421
H -2.0469 -4.5605 -0.6970
H -0.6359 -4.0510 -1.6734
H 4.1899 -0.0304 2.2039
H 3.0062 1.1201 1.5360
H 4.0274 0.1684 0.4439
H 2.3542 -1.5949 3.8142
H 0.6640 -1.4137 3.3003
H 1.7050 0.0269 3.4583
H 3.9412 -2.5283 2.4484
H 4.0581 -2.6498 0.6833
H 2.8172 -3.5706 1.5674
H 2.3200 -2.3799 -4.1759
H 1.4105 -0.8396 -3.9117
H 0.5825 -2.4202 -3.6964
H 3.0353 -4.0251 -2.5735
H 1.5036 -4.3283 -1.7133
H 2.9889 -3.9848 -0.7875
H 4.2222 -1.7250 -2.8610
H 4.3439 -1.3742 -1.1047
H 3.6414 -0.1503 -2.2034
C 1.2007 2.1033 -2.9737
C -0.1318 2.1078 -3.4230
C -0.3647 2.3771 -4.7526
C 0.6587 2.7531 -5.6303
C 1.9814 2.8621 -5.1554
C 2.2530 2.4998 -3.8392
Se 1.6623 1.6203 -1.2446
H -0.9225 -0.5330 -2.0439
H -0.9796 1.8441 -2.7869
H -1.3839 2.2524 -5.0944
H 0.4160 2.9838 -6.6707
H 2.7937 3.2170 -5.8014
H 3.2722 2.5289 -3.4571
N -0.6125 1.0039 1.1961
S -2.0881 1.4485 1.7510
C -1.8294 3.0816 2.4565
C -0.6195 3.7583 2.2992
C -0.4206 4.9948 2.9191
C -1.4492 5.5815 3.6714
C -2.6797 4.9147 3.8029
C -2.8769 3.6811 3.1751
C -2.3523 0.5426 3.2598
C -3.5324 -0.1781 3.4779
C -3.7197 -0.8749 4.6702
C -2.7144 -0.8603 5.6439
C -1.5332 -0.1436 5.4269
C -1.3638 0.5634 4.2397
H 0.1252 1.3159 1.8300
H 0.1809 3.3270 1.7074
H 0.5546 5.4668 2.7915
H -1.3062 6.5620 4.1308
H -3.4972 5.3325 4.3977
H -3.8291 3.1501 3.2533
H -4.2906 -0.1533 2.7030
H -4.6583 -1.4155 4.8251
H -2.8536 -1.4043 6.5783
H -0.7440 -0.1179 6.1829
H -0.4742 1.1620 4.0854
```

The HOMO-LUMO gap (alpha / beta) is 3.521 / 2.479 eV. For the energy above the lowest of the compared OMol25 structures with the same formula, charge and spin, the calculation gives 52.8 kcal per mole. As for the total charge: +4. The value obtained for the LUMO energy (alpha / beta) is -14.0827 / -15.2414 eV. As for the total energy: -142177.253 eV. As for the HOMO energy (alpha / beta): -17.603 / -17.720 eV.

---

[4]
# C29H48O14S4

5 unconnected molecules or ions with the total composition C29H48O14S4 (ωB97M-V/def2-TZVPD, OMol25).

The geometry in XYZ format:
```
95
Properties=species:S:1:pos:R:3
C 4.6229 -2.8677 2.2952
C 4.9207 -1.7790 1.3174
O 4.5717 -1.8483 0.1663
O 5.5649 -0.7376 1.8366
C 6.2035 0.1254 0.8921
C 5.3229 1.3016 0.4753
C 4.4191 1.8130 1.5746
O 3.1775 1.0935 1.5782
C 2.6800 0.7861 2.7964
O 3.2802 0.1943 3.6285
O 1.4031 1.1880 2.9601
C 0.6252 0.5911 1.9015
O -0.7281 0.7847 2.2049
C -1.5229 -0.1553 1.5523
C -2.5095 -0.8121 2.2722
C -3.2800 -1.7734 1.6294
C -3.0752 -2.1082 0.2925
C -2.0890 -1.4364 -0.4256
C -1.3219 -0.4701 0.2125
H 4.8087 -2.5624 3.3184
H 3.5766 -3.1334 2.1865
H 5.1979 -3.7509 2.0348
H 7.0947 0.5015 1.3882
H 6.5423 -0.4229 0.0193
H 5.9943 2.0975 0.1600
H 4.7384 1.0136 -0.3962
H 4.9148 1.8198 2.5417
H 4.1854 2.8496 1.3311
H 0.8427 -0.4786 1.8725
H 0.8710 1.0898 0.9688
H -2.6738 -0.5961 3.3165
H -4.0551 -2.2937 2.1739
H -3.6622 -2.8755 -0.1936
H -1.8814 -1.6562 -1.4596
H -0.5549 0.0378 -0.3461
O 3.7108 4.3277 7.8688
S 2.6104 4.7371 7.0335
O 2.4462 6.1129 6.6387
C 2.5714 3.6887 5.5835
C 1.6999 2.5070 5.9923
C 0.5138 3.1081 6.7576
C 1.0795 4.1281 7.7554
H 3.5875 3.4092 5.3136
H 2.1115 4.2602 4.7771
H 1.3756 1.9357 5.1273
H 2.2623 1.8381 6.6474
H -0.1544 3.6112 6.0559
H -0.0665 2.3412 7.2683
H 0.4095 4.9692 7.9135
H 1.3265 3.6671 8.7096
O 0.1640 -0.2087 -2.4189
S 1.3361 -0.4284 -3.2352
O 2.0257 0.6819 -3.8454
C 2.4951 -1.4256 -2.3092
C 2.1083 -2.8591 -2.6477
C 1.8364 -2.8747 -4.1598
C 0.9502 -1.6631 -4.4813
H 2.4151 -1.1902 -1.2509
H 3.4952 -1.1881 -2.6696
H 2.8959 -3.5552 -2.3664
H 1.2018 -3.1382 -2.1052
H 2.7813 -2.7932 -4.7004
H 1.3584 -3.8010 -4.4746
H 1.1539 -1.2448 -5.4638
H -0.1084 -1.9006 -4.3946
O -5.0741 -4.4609 -0.4087
S -6.2029 -3.8185 -1.0345
O -6.1359 -2.4615 -1.5065
C -6.7875 -4.8827 -2.3494
C -7.7897 -5.8088 -1.6674
C -8.6165 -4.9163 -0.7321
C -7.6339 -4.0219 0.0350
H -5.9433 -5.4042 -2.7939
H -7.2722 -4.2496 -3.0918
H -8.4154 -6.3226 -2.3954
H -7.2601 -6.5654 -1.0845
H -9.2935 -4.2973 -1.3238
H -9.2256 -5.5041 -0.0473
H -8.0498 -3.0414 0.2513
H -7.2933 -4.4919 0.9555
O 0.6908 3.7491 -7.4205
S -0.2756 3.1085 -6.5637
O -0.8758 1.8489 -6.9293
C 0.4003 2.9936 -4.9141
C -0.0118 4.3013 -4.2467
C -1.4712 4.5421 -4.6571
C -1.5681 4.2972 -6.1683
H 1.4742 2.8511 -4.9717
H -0.0627 2.1385 -4.4276
H 0.1003 4.2465 -3.1649
H 0.6146 5.1191 -4.6106
H -2.1176 3.8394 -4.1277
H -1.8031 5.5476 -4.4018
H -2.5288 3.8804 -6.4594
H -1.3691 5.2020 -6.7393
```

The HOMO-LUMO gap is 9.193 eV. As for the SMILES: CC(=O)OCCCOC(=O)OCOc1ccccc1.O=S1(=O)CCCC1.O=S1(=O)CCCC1.O=S1(=O)CCCC1.O=S1(=O)CCCC1. The value obtained for the LUMO energy is 0.4885 eV. As for the total energy: -102855.836 eV. As for the HOMO energy: -8.705 eV.

---

[5]
# C29H49BBaN4O2P2

A molecular structure, C29H49BBaN4O2P2 (ωB97M-V/def2-TZVPD, OMol25).

The geometry in XYZ format:
```
88
Properties=species:S:1:pos:R:3
Ba 0.8516 0.8018 2.1766
C -1.1315 5.3780 0.4497
C 0.1825 4.6953 0.0632
C 0.8748 5.5271 -1.0199
C 1.0798 4.6665 1.3114
P -0.0939 2.8752 -0.3455
C 1.4604 2.5809 -1.3384
N 1.6887 1.1973 -1.6645
B 1.5272 0.0504 -0.7655
N 1.6928 -1.0643 -1.6754
C 1.4775 -2.4379 -1.2713
P -0.1861 -2.6838 -0.4542
C 0.2862 -3.9580 0.8534
C 0.8897 -3.1251 1.9932
C -0.9792 -4.6309 1.3930
C 1.2921 -5.0421 0.4553
C -1.1981 -3.4770 -1.8296
C -0.7775 -4.8672 -2.3000
C -1.0794 -2.4959 -3.0050
C -2.6698 -3.4993 -1.3993
C 1.9120 -0.6379 -2.9737
C 2.1390 -1.3363 -4.1486
C 2.3379 -0.6194 -5.3277
C 2.3217 0.7677 -5.3290
C 2.1130 1.4789 -4.1472
C 1.9111 0.7748 -2.9715
C -1.4594 2.6479 -1.6167
C -1.3639 1.1994 -2.1258
C -1.4023 3.5973 -2.8116
C -2.8146 2.7893 -0.9079
H -0.9109 6.3397 0.9211
H -1.7547 5.5760 -0.4224
H -1.7076 4.7820 1.1610
H 0.9377 6.5658 -0.6819
H 1.8927 5.1882 -1.2136
H 0.3287 5.5190 -1.9628
H 1.3020 5.6898 1.6267
H 0.5970 4.1614 2.1516
H 2.0398 4.1801 1.1138
H 1.4126 3.1780 -2.2507
H 2.2933 2.9947 -0.7573
H 1.6390 -3.1277 -2.1023
H 2.2224 -2.6941 -0.5159
H 0.1800 -2.3658 2.3362
H 1.1160 -3.7503 2.8601
H 1.8166 -2.6293 1.6905
H -1.7484 -3.8974 1.6471
H -1.4000 -5.3332 0.6729
H -0.7358 -5.1921 2.2994
H 2.2449 -4.6264 0.1258
H 1.4982 -5.6728 1.3260
H 0.9144 -5.6872 -0.3353
H 0.2846 -4.9135 -2.5489
H -0.9881 -5.6308 -1.5502
H -1.3385 -5.1310 -3.2024
H -0.1078 -2.5550 -3.4946
H -1.8437 -2.7295 -3.7517
H -1.2258 -1.4610 -2.6844
H -2.8495 -4.1668 -0.5583
H -3.0070 -2.4999 -1.1166
H -3.2886 -3.8413 -2.2344
H 2.1672 -2.4192 -4.1576
H 2.5132 -1.1552 -6.2517
H 2.4824 1.3070 -6.2534
H 2.1257 2.5622 -4.1588
H -0.5238 1.0578 -2.8057
H -1.2586 0.4781 -1.3111
H -2.2831 0.9684 -2.6728
H -0.4458 3.5433 -3.3343
H -2.1780 3.3132 -3.5287
H -1.5886 4.6324 -2.5211
H -2.8692 2.1431 -0.0286
H -3.0278 3.8091 -0.5966
H -3.6067 2.4805 -1.5951
C -0.4867 -1.5851 7.7619
N -0.2007 -0.5067 6.8257
C -0.5331 0.7782 7.1323
C -0.3053 1.7860 6.2754
C 0.3210 1.4702 5.0089
O 0.5604 2.3922 4.1774
N 0.6369 0.1897 4.7142
C 0.3750 -0.8276 5.5857
O 0.6218 -1.9971 5.3300
H -0.2894 -1.2439 8.7769
H 0.1576 -2.4235 7.5229
H -1.5259 -1.9072 7.6821
H -0.9841 0.9208 8.1057
H -0.5500 2.8113 6.5001
```

The HOMO-LUMO gap is 6.012 eV. For the energy above the lowest of the compared OMol25 structures with the same formula, charge and spin, the calculation gives 13.9 kcal per mole. The value obtained for the LUMO energy is -0.0305 eV. As for the total energy: -60874.686 eV. As for the HOMO energy: -6.043 eV.